(1)
Formula: C8H9ClN4
Source: the OMol25 dataset
Level of theory: ωB97M-V with the def2-TZVPD basis set

LUMO	0.208	eV
2S+1	1
HOMO energy	-8.08	eV
energy above the lowest of the compared OMol25 structures with the same formula, charge and spin	110.6	kcal per mole
gap between HOMO and LUMO	8.29	eV

Last column: natural (NBO) charge in e.
Element x y z (Å)
Cl1 3.355 -1.848 -0.062  -0.060
H1 -2.593 -0.355 -2.432  0.223
H2 -0.303 0.322 -2.459  0.228
H3 0.216 -1.165 1.332  0.198
C1 1.177 1.620 1.164  -0.473
H4 4.760 -0.920 -1.668  0.209
H5 1.633 2.725 1.273  0.250
C2 -2.094 -0.520 -1.479  -0.207
C3 4.149 -0.478 -0.884  0.098
N1 1.470 0.055 -0.630  -0.331
C4 0.060 -0.311 -0.532  0.134
H6 -1.814 -2.077 1.600  0.221
C5 -0.811 -0.113 -1.616  -0.239
H7 -3.609 -1.658 -0.304  0.222
H8 1.096 1.314 2.202  0.239
C6 -2.566 -1.238 -0.327  -0.223
C7 -1.701 -1.481 0.708  -0.196
C8 -0.425 -0.952 0.618  -0.245
H9 0.049 1.734 0.726  0.236
N2 4.044 0.744 -0.615  -0.268
N3 1.984 0.919 0.159  0.132
N4 3.167 1.329 0.169  -0.149

---

(2)
Formula: C112H140N14O42
Source: the OMol25 dataset
Level of theory: ωB97M-V with the def2-TZVPD basis set

LUMO	-1.447	eV
2S+1	1
HOMO energy	-9.42	eV
gap between HOMO and LUMO	7.97	eV

Last column: Mulliken charge in e.
Element x y z (Å)
C1 4.349 6.548 -2.822  -0.955
H1 -7.741 -4.896 2.693  0.549
N1 1.345 8.359 -0.275  1.122
H2 2.972 5.111 -8.540  0.492
H3 -3.174 -5.185 5.397  0.329
N2 6.799 3.480 -2.967  1.113
C2 3.388 5.431 -0.482  -0.451
N3 6.478 2.250 -8.326  1.025
O1 -4.196 0.892 -1.089  -0.661
C3 -2.966 -8.680 2.494  -0.699
O2 1.055 8.053 -1.405  -0.559
C4 1.059 1.585 -3.810  -0.678
C5 5.961 -2.945 2.227  -0.436
H4 -6.629 0.845 1.922  0.406
C6 1.343 -1.796 0.138  0.223
O3 -0.222 -5.855 -3.929  -0.430
H5 0.425 -4.897 -1.635  1.034
H6 0.016 7.629 -4.805  0.308
H7 -1.843 -3.920 -3.945  0.460
C7 -6.999 1.957 5.200  -0.489
H8 -3.804 1.655 5.645  -0.189
C8 0.293 -1.067 0.761  -0.441
C9 -7.049 1.038 2.898  -0.696
C10 -3.979 4.926 1.844  -0.642
C11 -2.066 -2.410 6.222  -0.259
O4 -3.240 6.241 -2.878  -0.168
H9 -2.104 1.086 -1.285  -0.531
C12 -2.452 -5.759 4.816  0.513
C13 3.379 5.495 -2.836  1.118
O5 4.079 6.968 -5.089  -0.563
H10 5.494 -2.852 -1.309  -0.034
O6 5.563 -1.564 -2.892  0.342
C14 -3.187 4.437 4.056  0.226
C15 -3.066 0.873 5.822  1.059
C16 2.438 0.336 -0.279  0.109
H11 -0.577 -1.575 1.151  0.557
H12 -3.555 -6.112 -7.154  0.404
C17 5.788 0.824 -0.528  -1.125
O7 -6.112 -5.095 4.363  -0.630
C18 3.812 -6.819 -1.444  -0.767
O8 5.368 8.312 -3.997  -0.670
C19 2.903 4.920 -1.673  -0.130
H13 -3.032 6.954 -0.950  0.131
H14 3.303 -7.540 -3.349  0.500
C20 0.499 7.158 3.292  -1.240
H15 -0.996 0.810 8.427  0.301
H16 -9.260 -0.549 4.947  0.335
H17 -1.566 2.233 9.466  0.442
H18 -0.700 3.186 -2.761  0.088
H19 -5.814 -5.946 -6.090  0.386
H20 -3.458 -7.696 4.917  0.469
H21 -3.418 6.447 -5.339  0.154
C21 -1.114 -3.063 6.981  -1.429
C22 3.450 -5.966 -0.391  -0.638
H22 -0.573 -2.676 3.199  -0.347
H23 6.227 -1.854 -4.915  0.282
H24 4.019 -1.809 5.646  0.443
C23 1.355 -1.669 -6.608  -0.861
C24 -2.610 -8.168 -0.979  -0.861
H25 -1.299 -3.177 8.039  0.561
C25 5.558 -3.906 3.187  -0.883
C26 -2.915 -0.046 -2.972  -0.171
C27 1.371 -5.418 -1.629  0.532
C28 -5.131 -4.615 -4.523  -0.591
C29 -4.481 6.490 3.622  -1.191
C30 8.214 -3.593 2.584  -0.329
H26 0.476 0.361 5.261  0.571
C31 -6.490 1.928 3.857  0.431
H27 3.359 2.836 -4.857  0.342
H28 -6.081 -4.470 -4.029  0.493
H29 1.501 -1.522 -3.795  0.023
H30 -3.306 -9.446 3.190  0.354
C32 5.294 2.873 -7.686  -0.191
C33 -2.845 -6.000 0.102  0.755
H31 -0.541 -7.015 7.366  0.270
C34 -8.020 1.021 5.506  -0.236
H32 4.040 1.727 3.180  0.622
C35 -6.232 -3.430 2.816  -0.061
H33 -1.050 5.611 -3.413  0.126
C36 -1.793 -2.303 4.859  1.515
C37 2.068 0.316 -7.717  -0.893
C38 5.443 -1.462 -4.266  -0.411
H34 6.087 0.813 1.539  0.572
C39 3.528 0.979 3.768  -1.162
O9 8.030 -2.819 -1.800  -0.179
H35 0.473 5.306 -2.627  -1.255
H36 -4.130 -6.697 3.716  0.388
H37 -0.878 4.625 1.380  0.525
C40 -4.459 6.140 2.279  -0.566
H38 0.458 -3.495 -5.906  0.258
O10 -1.037 -4.690 0.689  -0.716
C41 -4.100 1.661 0.093  -0.213
C42 4.839 2.480 -6.432  -0.412
H39 6.946 4.436 -0.433  0.444
H40 -5.885 -7.248 -0.428  0.474
H41 -4.986 6.767 1.575  0.475
C43 1.027 7.921 2.184  -0.832
H42 4.643 -7.509 -1.452  0.494
H43 -5.283 5.547 -2.785  0.456
C44 6.468 -4.646 3.916  -0.556
H44 -3.968 4.745 -1.773  -0.146
C45 -0.620 -2.776 4.273  0.338
O11 -4.576 6.672 6.422  -0.593
O12 0.195 2.521 3.789  0.080
N4 -0.762 1.119 1.357  0.877
H45 1.531 7.281 -5.529  0.201
H46 -1.612 -5.148 -6.003  0.369
N5 1.344 2.285 3.472  0.440
H47 -0.185 6.078 -0.465  0.595
O13 -2.945 -3.884 1.292  0.122
H48 1.359 2.080 0.377  0.166
C46 9.306 -2.648 -2.370  -0.803
C47 -3.983 -4.124 -3.893  -0.655
C48 -2.904 0.366 -1.459  0.583
C49 -7.163 -2.473 0.318  -0.894
H49 7.635 -1.997 1.257  0.484
C50 -2.615 -4.942 -5.661  -0.382
H50 -3.265 0.057 5.127  -0.415
O14 -7.107 2.675 7.363  -0.603
C51 0.366 0.324 0.853  0.238
O15 -4.532 4.655 -5.147  -0.532
H51 5.355 7.875 -1.494  0.584
C52 7.296 -2.767 1.934  -0.597
H52 5.368 1.725 -5.868  0.077
H53 4.511 -3.928 3.454  0.744
H54 -4.758 3.334 -3.647  0.246
C53 3.423 4.396 -7.867  -0.952
H55 -2.789 3.195 2.397  -0.078
H56 6.983 -4.614 -2.405  0.388
H57 0.065 3.936 6.533  0.106
C54 3.532 -1.030 5.077  -0.417
H58 -0.953 -6.848 -0.280  0.654
C55 -0.105 5.936 2.954  -0.848
H59 9.668 -3.611 -2.733  0.313
H60 1.561 -2.202 -7.536  0.617
H61 -3.539 2.536 -0.234  0.024
H62 4.832 4.096 -9.406  0.451
H63 1.724 -1.473 6.200  0.639
C56 -0.066 5.166 -3.564  1.125
H64 -1.739 -5.744 7.405  0.337
C57 6.414 2.808 -1.715  -0.586
C58 0.239 -2.427 -5.944  -0.575
H65 6.299 -5.388 4.683  0.533
O16 10.087 -5.153 3.851  -0.572
H66 -4.807 -5.267 0.462  0.229
H67 2.261 -1.832 -6.024  0.241
H68 0.574 -3.045 -3.461  0.238
H69 1.410 7.215 -3.747  0.187
C59 2.388 -1.055 -0.461  -0.616
C60 -3.014 1.269 8.330  -0.652
H70 -3.812 -8.262 1.948  0.212
H71 -2.619 3.810 4.728  0.206
C61 -0.138 3.617 -3.589  -0.700
H72 -2.661 5.025 -5.916  0.119
O17 -1.282 -6.278 5.459  -0.224
C62 1.426 1.002 0.349  -1.322
H73 4.549 -1.987 -4.602  0.281
C63 -3.256 4.114 2.719  1.093
O18 7.127 4.643 -2.994  -0.609
C64 2.985 -6.879 -2.556  -0.477
H74 4.703 6.707 0.556  0.440
H75 -4.735 -1.883 2.722  0.584
C65 -4.145 4.204 -3.884  0.599
C66 -3.170 -6.981 4.146  -0.715
C67 -2.726 -4.214 -4.493  0.740
C68 0.520 -1.993 -3.739  -0.510
H76 5.216 -0.204 3.984  0.524
C69 -3.284 7.313 -1.948  -0.791
H77 -3.546 0.548 -5.562  0.407
H78 -2.293 -9.134 1.767  0.236
H79 -3.259 0.760 9.262  0.392
H80 9.935 -2.316 -1.545  0.235
O19 6.683 2.392 -9.529  -0.629
H81 1.804 -4.791 0.376  0.504
H82 -5.718 2.641 3.610  0.490
H83 0.625 1.339 -4.780  0.404
N6 -6.539 2.867 6.276  0.916
H84 5.238 -2.330 1.711  1.079
H85 -0.536 -2.377 -6.708  0.358
C70 2.208 -5.296 -0.488  -1.044
N7 1.535 -3.993 4.382  1.059
O20 -3.098 -3.046 -2.005  0.181
O21 -2.634 5.718 6.540  -0.610
H86 -3.131 3.834 -4.032  -0.568
H87 0.012 -1.636 -2.843  -0.215
C71 1.741 -6.222 -2.662  -0.528
H88 3.098 -1.546 -1.109  0.880
H89 -3.789 2.036 8.352  0.336
H90 3.000 4.989 0.424  0.385
C72 -3.699 -5.606 -6.211  -0.879
N8 -4.098 -3.335 -2.646  0.747
C73 4.174 -0.155 4.262  -0.452
H91 0.391 1.134 -3.077  0.008
O22 1.173 3.006 -3.668  0.990
C74 -3.739 5.648 4.476  -0.230
C75 2.998 4.018 -6.576  -0.493
H92 -8.399 -0.604 2.605  0.364
O23 0.586 5.668 -4.685  -0.370
H93 9.174 -1.960 -3.205  0.267
H94 4.062 -5.862 0.493  0.685
H95 -0.549 5.391 3.773  0.641
H96 0.715 3.233 7.989  0.484
H97 3.264 0.957 -0.594  -0.085
O24 8.653 -6.403 4.861  -0.569
H98 1.638 1.203 -8.182  0.286
C76 -0.339 5.530 1.619  0.618
H99 -5.032 7.313 4.052  0.558
H100 5.764 0.988 -2.615  0.401
O25 1.725 -3.697 3.154  -0.180
H101 -1.674 0.561 -5.371  0.031
C77 -0.011 3.072 7.192  -0.505
H102 -1.986 -0.610 -3.058  -0.423
C78 0.239 -3.552 5.010  -0.138
N9 -2.221 -4.752 0.747  1.038
H103 -2.080 1.281 5.600  -0.134
H104 -1.991 -9.012 -1.247  0.580
H105 -2.399 -1.681 4.217  -0.719
H106 -2.598 8.127 -2.184  0.267
H107 3.041 0.647 -7.355  0.259
H108 -2.994 -1.980 6.568  0.708
H109 4.876 -3.555 -2.766  0.409
C79 5.917 1.534 -1.696  0.416
O26 -1.373 2.780 7.535  -0.092
O27 -5.133 -3.273 4.950  -0.608
C80 -5.998 -1.920 0.906  -0.550
N10 0.921 -6.352 -3.862  0.936
H110 -0.677 3.370 -4.504  0.048
H111 -4.494 -9.105 -1.505  0.452
H112 -2.565 2.012 -5.657  0.115
O28 -1.451 0.526 2.203  -0.110
C81 -4.231 -6.116 0.124  -0.521
O29 -2.310 -7.638 3.239  -0.317
H113 5.551 -0.229 -0.549  0.824
O30 2.206 9.200 0.012  -0.626
O31 2.354 -4.570 5.075  -0.666
C82 -1.572 1.733 8.497  -0.592
H114 7.298 -3.396 -3.662  0.476
C83 -0.002 -3.713 6.401  -0.815
H115 2.042 1.120 -3.883  0.120
C84 -4.964 -5.399 -5.710  -0.556
C85 6.414 2.776 0.750  -1.313
N11 4.606 7.339 -4.031  1.035
H116 -3.626 1.057 0.867  -0.016
H117 -3.807 -0.618 -3.230  0.529
O32 1.383 -6.915 -4.845  -0.634
H118 -8.823 -3.790 0.699  0.503
C86 -5.532 -2.365 2.175  0.015
O33 -2.863 1.176 -3.765  0.181
C87 0.807 7.499 0.822  -0.412
C88 7.840 -4.562 3.575  -0.280
O34 1.085 -0.324 -6.914  -0.164
H119 -5.426 -1.139 0.425  0.668
H120 1.341 -2.854 -0.078  -0.687
C89 -1.424 -6.631 6.854  -0.838
H121 -7.418 -2.099 -0.662  0.487
O35 -0.310 -1.733 -4.832  0.511
H122 2.213 -0.327 -8.586  0.461
C90 -4.028 -8.240 -1.056  -0.802
C91 -3.632 5.517 -5.867  -0.411
H123 -5.074 2.004 0.444  0.457
C92 -7.345 -4.018 2.205  -0.522
O36 -5.168 -2.914 -2.303  -0.516
H124 5.322 -0.402 -4.489  -0.224
H125 1.488 8.858 2.462  0.484
O37 -3.212 0.390 7.188  -0.420
C93 6.063 1.427 0.651  -0.047
C94 -2.009 -7.038 -0.400  -0.933
H126 0.547 7.516 4.310  0.561
N12 8.927 -5.427 4.182  0.932
O38 1.863 2.970 2.592  -0.441
C95 -4.247 5.216 -2.716  -0.090
C96 2.112 1.100 4.025  0.193
H127 2.168 4.129 -1.709  0.433
C97 -8.041 0.157 3.283  -0.012
C98 0.089 6.353 0.543  -0.030
C99 1.486 0.199 4.913  0.190
H128 -2.112 -5.071 4.043  -0.548
O39 6.783 2.745 -3.963  -0.641
H129 6.647 3.288 1.672  0.524
C100 -2.642 1.029 -5.190  -0.730
H130 2.928 5.245 -3.785  0.087
C101 0.899 7.001 -4.686  -0.687
C102 6.557 3.429 -0.461  -0.124
H131 -4.094 4.601 0.820  0.188
C103 4.819 6.941 -1.570  -0.385
H132 -4.132 5.705 -6.817  0.368
N13 -5.771 -3.947 4.147  1.186
O40 -5.682 3.726 6.018  -0.469
H133 0.715 -4.193 7.051  0.378
N14 -3.612 6.123 5.894  1.153
C104 -8.615 0.221 4.550  -0.906
H134 0.379 2.274 6.560  -0.006
C105 3.708 3.070 -5.852  1.012
O41 -1.064 2.214 0.876  0.002
O42 7.157 1.571 -7.588  -0.600
H135 -4.287 7.741 -1.938  0.362
C106 5.662 -2.903 -2.385  -0.265
C107 4.579 3.790 -8.401  -0.535
C108 2.212 -0.864 5.453  -1.197
C109 -7.832 -3.504 1.017  -0.953
H136 -8.434 0.917 6.498  0.445
C110 -4.808 -7.207 -0.497  -0.427
H137 9.259 -3.420 2.375  0.443
C111 4.384 6.347 -0.411  -0.940
H138 -2.809 -0.488 -0.789  0.364
H139 2.113 4.457 -6.139  0.317
C112 7.093 -3.548 -2.603  -0.878
H140 -2.251 -7.325 7.001  0.307